DFT (the ωB97M-V functional and the def2-TZVPD basis) results for a molecular structure, C23H31F9INO5.

LUMO energy in hartree: -0.0246
Highest occupied orbital energy in eV: -5.076
Electronic energy in eV: -68634.442

Structure (ORCA input):
```
! RIJCOSX wB97M-V def2-TZVPD def2/J DEFGRID3
* xyz 0 1
C 1.31994 -0.81135 3.94664
C 0.06671 -0.28725 3.17656
O -0.34912 -1.13400 2.04866
C -1.72421 -0.63557 1.50801
N -1.80103 -1.17513 0.19753
C -2.61321 -2.22469 -0.09537
C -3.50540 -2.80101 0.95467
C -4.62902 -1.82563 1.32445
C -5.94319 -2.13397 0.63746
F -4.80866 -1.90788 2.70349
C -2.61594 -2.76830 -1.36635
C -1.81048 -2.24446 -2.35828
O -1.85987 -2.81909 -3.58343
C -0.96803 -1.17241 -2.05794
C -0.05098 -0.63923 -3.12792
C 1.41042 -1.05846 -2.93305
O 1.67055 -1.37941 -1.57371
C 3.02457 -1.38853 -1.22208
C 3.35054 -0.17031 -0.37592
F 2.66287 -0.21708 0.76646
F 2.98974 0.93333 -1.08288
C 4.85815 -0.04150 -0.11126
F 5.44583 0.14462 -1.31036
F 5.34461 -1.16101 0.44196
C 5.28819 1.13426 0.77970
F 4.90124 2.30369 0.24636
F 4.69790 1.04935 1.97893
C 6.82267 1.20469 0.97743
F 7.06758 1.98043 2.04121
F 7.34883 1.82982 -0.09260
C -0.99696 -0.63439 -0.77235
C -0.16598 0.53495 -0.40133
C -0.97177 1.83549 -0.32502
O -0.66172 2.64694 -1.46057
C -1.74931 3.39447 -1.81966
O -2.47382 3.00868 -2.66352
C -2.01028 4.69280 -1.10681
C -0.93515 5.14129 -0.09644
H 2.10472 -0.93875 3.22942
H 1.57561 -0.09075 4.73226
H 1.09537 -1.81301 4.34679
H 0.36460 0.68240 2.78769
H -0.75815 -0.20999 3.87766
H -2.47099 -1.01218 2.18328
H -1.77817 0.44061 1.53758
H -3.92126 -3.73396 0.61437
H -2.88669 -2.94561 1.83732
H -4.33464 -0.80194 1.12246
H -6.76067 -2.17571 1.34423
H -6.18966 -1.40350 -0.12321
H -5.90713 -3.09760 0.14386
H -3.26243 -3.59177 -1.59707
H -1.99162 -2.15049 -4.26036
H -0.34995 -1.01057 -4.09558
H -0.15143 0.43820 -3.18345
H 1.64594 -1.93066 -3.53885
H 2.06695 -0.25083 -3.24372
H 3.20339 -2.28789 -0.64338
H 3.67345 -1.41003 -2.09268
H 7.28403 0.23028 1.08622
H 0.57725 0.71339 -1.15339
H 0.38661 0.35825 0.50916
H -0.68794 2.34233 0.59500
H -2.03606 1.63404 -0.22736
H -2.95301 4.58128 -0.58991
H -2.09057 5.46065 -1.86139
H -1.42248 5.41448 0.82944
H -0.24229 4.34629 0.13983
H -0.34794 5.96349 -0.47589
I 0.93891 -2.95458 2.37702
*
```